Density functional theory data (ωB97M-V/def2-TZVPD) for a molecular structure, C38H89GaN14O13P in a non-equilibrium geometry.

```
156
Properties=species:S:1:pos:R:3:forces:R:3:mulliken_charge:R:1
C -0.499 -0.586 -2.903 0.32 -0.25 0.88 -0.676
C 0.584 0.579 -2.755 0.56 1.88 2.69 0.037
O 0.799 1.049 -1.582 -1.14 -1.84 -3.54 -0.661
N 1.335 1.197 -3.840 -2.43 0.00 0.54 0.749
C 0.634 2.332 -4.435 -1.21 1.16 -0.99 0.304
C 1.198 3.788 -4.037 -0.09 -1.69 0.21 -0.703
O -0.321 2.260 -5.243 2.57 -0.24 2.35 -0.606
Ga 1.991 -0.082 -5.159 1.38 -0.74 -0.97 -0.400
N 2.569 -1.777 -4.438 -0.61 0.66 0.26 -0.419
C 3.641 0.845 -6.060 0.71 0.06 0.30 -0.146
C 4.835 -0.161 -6.329 -1.40 -2.85 -0.57 -0.009
O 4.634 -1.335 -6.703 0.69 3.63 0.95 -0.512
N 6.268 0.229 -6.121 -1.33 1.17 0.07 -0.025
C 6.461 0.774 -4.751 0.03 0.44 0.45 -0.759
C 6.527 1.258 -7.176 0.51 0.48 -0.37 -0.694
P 0.485 -0.524 -6.926 1.28 -0.83 -1.35 0.388
N 1.393 -1.168 -8.126 -0.96 -0.19 0.51 -0.727
H -1.494 -0.225 -3.311 1.42 -0.21 0.17 0.171
H -0.707 -0.970 -1.840 0.41 0.62 -1.57 0.234
H -0.159 -1.487 -3.499 -0.36 1.37 0.41 0.256
H 2.268 3.815 -4.426 -1.36 0.19 0.61 0.070
H 1.234 3.791 -2.892 0.06 0.20 -1.62 0.161
H 0.522 4.584 -4.473 0.93 -0.98 0.53 0.339
H 3.427 -1.690 -3.884 -0.62 -0.31 -0.09 0.151
H 1.824 -2.274 -3.937 0.77 0.15 0.06 0.234
H 3.229 1.313 -7.019 0.89 -0.68 1.18 0.416
H 3.981 1.640 -5.320 -0.33 -0.61 -1.16 0.149
H 6.110 1.870 -4.672 0.30 -1.47 0.07 0.248
H 5.895 0.131 -3.986 0.79 0.94 -1.12 0.176
H 7.562 0.766 -4.469 -1.21 -0.10 -0.42 0.336
H 6.317 2.332 -6.830 0.19 -1.37 -0.35 0.191
H 5.840 1.052 -8.060 1.03 0.23 1.00 0.323
H 7.614 1.234 -7.533 -1.58 -0.09 0.58 0.230
H -0.569 -1.441 -6.547 -0.06 0.93 -0.07 -0.052
H -0.043 0.710 -7.445 -0.59 -0.46 0.56 0.014
H 1.040 -2.102 -8.367 0.28 0.48 0.06 0.158
C -1.909 0.271 0.392 -0.14 -0.01 -0.15 -0.832
C -3.025 -0.401 1.145 -0.32 -0.12 0.08 0.613
O -4.004 -0.878 0.579 0.07 -0.02 -0.01 -0.721
N -2.921 -0.469 2.498 -0.03 0.05 -0.61 0.075
C -1.854 0.028 3.340 -0.23 -0.23 0.24 -0.769
H -2.127 0.253 -0.675 -0.06 -0.04 0.19 0.249
H -1.820 1.314 0.704 0.22 -0.07 0.06 0.140
H -0.969 -0.258 0.558 0.07 0.25 0.00 0.408
H -3.702 -0.932 2.939 0.12 0.05 0.01 0.072
H -1.443 -0.813 3.898 0.12 0.26 0.10 0.206
H -2.283 0.746 4.042 0.31 0.03 0.08 0.243
H -1.064 0.508 2.768 -0.19 -0.01 -0.10 0.332
C -1.589 4.743 0.997 0.13 -0.05 0.02 -1.482
C -2.694 4.488 1.987 -0.06 -0.18 0.43 0.933
O -2.476 4.039 3.106 -0.03 0.07 -0.11 -0.654
N -3.969 4.771 1.604 0.43 0.04 0.07 -0.086
C -4.428 5.301 0.336 -0.41 -0.12 0.33 -0.920
H -0.633 4.470 1.445 -0.20 -0.01 0.04 0.261
H -1.737 4.136 0.102 0.05 0.17 -0.08 0.412
H -1.557 5.803 0.735 -0.01 -0.08 -0.17 0.449
H -4.655 4.573 2.318 0.04 -0.06 -0.13 0.151
H -4.951 6.241 0.526 0.01 0.04 -0.29 0.281
H -5.129 4.587 -0.101 0.04 0.16 -0.23 0.320
H -3.610 5.476 -0.358 -0.02 -0.06 0.13 0.349
C -0.820 -3.162 7.408 -0.15 -0.13 -0.04 -1.225
C -0.779 -1.797 6.775 -0.07 0.38 -0.16 0.845
O -1.709 -1.360 6.107 -0.07 -0.17 0.15 -0.633
N 0.335 -1.041 6.961 -0.48 -0.39 -0.02 -0.134
C 1.533 -1.372 7.707 0.08 0.57 -0.31 -0.572
H -1.770 -3.643 7.171 0.08 0.16 -0.02 0.153
H -0.011 -3.782 7.017 0.04 0.00 0.19 0.366
H -0.739 -3.075 8.494 0.14 -0.12 -0.04 0.372
H 0.287 -0.140 6.506 0.02 -0.08 0.06 0.228
H 1.663 -0.623 8.492 0.17 -0.18 0.12 0.282
H 2.383 -1.325 7.024 0.11 -0.19 0.38 0.027
H 1.482 -2.361 8.154 -0.06 0.07 -0.10 0.301
C 10.166 4.392 -8.954 0.08 0.12 0.13 -1.325
C 9.112 3.412 -9.400 -0.61 -0.25 0.22 0.783
O 8.126 3.166 -8.723 0.38 0.34 -0.22 -0.587
N 9.286 2.793 -10.600 0.11 0.23 0.23 -0.165
C 10.376 2.947 -11.540 -0.44 -0.37 -0.10 -0.848
H 9.890 4.802 -7.983 -0.09 -0.15 -0.14 0.284
H 11.130 3.888 -8.855 0.05 0.14 -0.11 0.374
H 10.241 5.215 -9.668 0.18 -0.05 0.01 0.359
H 8.541 2.152 -10.831 0.08 0.05 0.03 0.240
H 9.963 3.288 -12.492 0.28 0.05 -0.08 0.286
H 10.845 1.971 -11.685 0.22 0.15 -0.14 0.281
H 11.121 3.659 -11.193 -0.12 -0.05 0.05 0.326
C -5.526 -2.867 6.319 -0.06 0.12 0.14 -1.288
C -4.970 -4.245 6.075 0.20 -0.42 -0.11 0.870
O -4.815 -5.056 6.983 -0.10 0.03 0.04 -0.710
N -4.636 -4.577 4.803 -0.15 0.30 0.57 0.043
C -4.743 -3.770 3.604 0.28 -0.48 -0.29 -0.810
H -5.745 -2.748 7.380 0.09 -0.15 -0.12 0.352
H -4.793 -2.111 6.030 -0.10 0.03 -0.08 0.224
H -6.453 -2.732 5.757 0.10 0.12 -0.07 0.359
H -4.270 -5.514 4.717 -0.05 0.10 -0.04 0.229
H -5.392 -4.293 2.901 -0.01 0.29 -0.05 0.235
H -3.746 -3.674 3.169 -0.09 0.25 -0.11 0.329
H -5.148 -2.781 3.805 0.01 -0.13 0.10 0.188
C -4.389 -2.189 -2.683 0.01 0.05 0.05 -1.141
C -3.391 -3.125 -3.310 0.36 0.23 -0.42 0.748
O -2.564 -2.743 -4.126 -0.19 -0.10 0.19 -0.641
N -3.427 -4.436 -2.940 -0.09 0.24 0.00 -0.149
C -4.320 -5.077 -1.999 0.40 -0.26 -0.28 -0.860
H -4.237 -1.183 -3.074 0.09 -0.19 -0.02 0.258
H -5.406 -2.505 -2.928 -0.02 0.01 0.16 0.403
H -4.252 -2.162 -1.599 -0.19 0.06 0.01 0.266
H -2.729 -5.002 -3.401 -0.07 0.06 0.06 0.252
H -3.718 -5.527 -1.206 -0.26 -0.04 0.16 0.268
H -4.864 -5.867 -2.524 -0.17 -0.03 0.23 0.288
H -5.029 -4.378 -1.562 0.12 0.02 -0.07 0.324
C -8.078 6.051 6.538 -0.14 0.01 0.12 -1.217
C -7.638 6.371 5.134 -0.12 0.23 -0.57 0.796
O -8.384 6.905 4.325 0.04 -0.08 0.21 -0.653
N -6.366 6.046 4.777 -0.41 0.04 0.27 -0.122
C -5.340 5.415 5.583 0.18 0.09 -0.54 -0.788
H -9.112 6.368 6.674 0.15 0.00 -0.16 0.284
H -8.020 4.975 6.714 0.10 0.07 0.14 0.339
H -7.455 6.587 7.258 0.02 -0.18 0.06 0.341
H -6.144 6.290 3.823 0.00 0.01 0.12 0.138
H -4.481 6.088 5.629 0.11 -0.22 0.19 0.268
H -5.041 4.488 5.089 0.21 -0.03 0.27 0.273
H -5.683 5.196 6.590 -0.07 0.06 -0.12 0.341
C 3.956 1.617 -0.859 -0.15 -0.11 -0.14 -0.746
C 4.654 2.663 -1.690 -0.33 0.12 -0.55 0.720
O 4.173 3.102 -2.723 0.21 -0.02 0.29 -0.615
N 5.864 3.120 -1.255 -0.16 -0.10 0.07 -0.196
C 6.595 2.730 -0.070 0.20 0.40 -0.42 -0.776
H 3.007 1.351 -1.329 0.13 0.19 -0.03 -0.223
H 4.573 0.718 -0.794 0.02 0.03 0.17 0.341
H 3.749 2.010 0.139 0.08 -0.13 0.06 0.439
H 6.270 3.817 -1.862 -0.02 -0.10 0.06 0.265
H 6.750 3.618 0.547 0.10 -0.18 0.23 0.288
H 7.567 2.337 -0.379 0.04 -0.10 0.29 0.290
H 6.068 1.975 0.509 -0.04 0.07 -0.13 0.208
C 6.214 -0.800 5.390 0.14 0.03 0.12 -1.327
C 4.863 -1.459 5.473 -0.39 -0.27 0.13 0.836
O 4.446 -1.961 6.510 0.22 0.09 -0.12 -0.679
N 4.100 -1.486 4.348 0.38 0.09 0.43 -0.087
C 4.412 -0.951 3.037 -0.50 -0.22 -0.02 -0.874
H 6.704 -0.857 6.363 -0.19 -0.06 -0.09 0.304
H 6.839 -1.315 4.658 0.00 0.18 -0.06 0.355
H 6.103 0.252 5.121 0.12 -0.06 -0.13 0.362
H 3.208 -1.943 4.479 0.08 0.03 -0.08 0.206
H 3.648 -0.216 2.775 0.18 0.05 -0.22 0.328
H 4.379 -1.771 2.316 0.11 0.21 -0.17 0.306
H 5.392 -0.482 3.007 -0.08 -0.07 0.10 0.269
C -7.358 -7.878 2.004 -0.01 0.02 -0.18 -1.373
C -7.134 -6.962 3.178 0.04 0.41 0.28 0.866
O -7.079 -5.746 3.054 -0.11 -0.23 -0.14 -0.654
N -6.990 -7.526 4.408 -0.06 0.11 -0.45 -0.120
C -7.024 -8.930 4.760 0.09 0.36 0.40 -0.905
H -7.454 -7.283 1.095 0.03 0.03 0.21 0.302
H -6.509 -8.554 1.887 -0.14 -0.12 0.00 0.369
H -8.279 -8.447 2.142 0.12 -0.13 -0.03 0.373
H -6.843 -6.850 5.145 0.04 -0.08 -0.02 0.193
H -7.829 -9.083 5.482 0.05 -0.28 -0.04 0.296
H -6.072 -9.189 5.228 -0.10 -0.26 -0.02 0.295
H -7.187 -9.568 3.895 0.01 0.13 0.02 0.341
```
Forces are in eV/Å.

Properties
* charge: -1
* total energy: -149996.0745 eV
* E_HOMO: -3.33 eV
* lowest unoccupied orbital energy: 1.6 eV
* gap between HOMO and LUMO: 0.183 hartree